Entry 1:
A structure of composition C2H3I2NO, computed with the ωB97M-V functional and the def2-TZVPD basis.

Atoms and positions in Å:
C (-1.31936, 0.53215, 0.18575)
C (-2.01835, 1.13121, 1.13915)
N (2.08901, -0.62287, -1.05833)
O (-0.59424, 0.13329, -0.63206)
I (3.86727, -0.73121, -0.01435)
I (1.79891, -2.12973, -2.44245)
H (-1.91818, 0.94898, 2.21222)
H (-3.05012, 1.35518, 1.06852)
H (1.14505, -0.61700, -0.45844)

Summary:
HOMO level (spin up / spin down): -6.6 / -9.0 eV
gap between HOMO and LUMO (spin up / spin down): 6.514 / 6.197 eV
relative energy (zero: lowest compared OMol25 entry of this formula, charge and spin): 1.581 eV
spin multiplicity: 3


Entry 2:
A cluster of 6 separate species, C38H79F4N2 in total, computed with the ωB97M-V functional and the def2-TZVPD basis.

Atoms and positions in Å:
C (3.59590, 6.09061, -5.08560)
C (3.54794, 5.51740, -6.56010)
C (2.52058, 4.36159, -6.78095)
F (2.94508, 3.15624, -6.22984)
N (1.13317, 4.67636, -6.24795)
C (0.67498, 5.91756, -6.54833)
C (-0.68088, 6.27313, -6.07737)
C (-1.31729, 7.67153, -6.33785)
F (-0.36609, 8.56573, -6.73937)
F (-1.83963, 8.12607, -5.14594)
F (-2.34955, 7.62287, -7.21500)
C (-1.42276, 5.24113, -5.32992)
C (-0.67238, 3.96537, -5.12106)
N (0.56604, 3.71920, -5.56915)
H (3.94393, 7.16086, -5.15782)
H (2.60700, 6.10838, -4.56082)
H (4.34759, 5.57507, -4.43019)
H (4.56656, 5.08765, -6.78368)
H (3.42587, 6.37640, -7.26945)
H (2.41002, 4.18169, -7.88909)
H (1.22382, 6.68369, -7.13366)
H (-2.45639, 5.39097, -4.95124)
H (-1.23757, 3.18856, -4.54629)
C (1.04310, 3.76309, -1.51672)
C (-0.47722, 3.76702, -1.40650)
C (-0.99067, 4.42064, -0.12323)
C (-0.56959, 3.72425, 1.17275)
C (-0.97272, 2.25363, 1.28260)
C (-2.48243, 2.04007, 1.26957)
H (1.50412, 3.18518, -0.71435)
H (1.35376, 3.31444, -2.46504)
H (1.43947, 4.78118, -1.47987)
H (-0.85517, 2.74374, -1.49359)
H (-0.88537, 4.32115, -2.26185)
H (-2.08276, 4.47466, -0.17012)
H (-0.64051, 5.45806, -0.08858)
H (-1.00079, 4.27488, 2.01498)
H (0.51603, 3.80003, 1.29058)
H (-0.57396, 1.85460, 2.21907)
H (-0.51187, 1.66840, 0.48024)
H (-2.95854, 2.58060, 2.09142)
H (-2.71527, 0.97902, 1.38417)
H (-2.93040, 2.37623, 0.33143)
C (4.57767, 0.55413, -8.73706)
C (3.77880, -0.01488, -7.57056)
C (4.65505, -0.49239, -6.41187)
C (5.60844, -1.64172, -6.74811)
C (4.94003, -2.90502, -7.29087)
C (3.98046, -3.55270, -6.29959)
H (5.23241, -0.19670, -9.18294)
H (3.90298, 0.90848, -9.52063)
H (5.19222, 1.39882, -8.41401)
H (3.13668, -0.82595, -7.92524)
H (3.10909, 0.76623, -7.19577)
H (4.00655, -0.78786, -5.58111)
H (5.24795, 0.35253, -6.04373)
H (6.17125, -1.89788, -5.84429)
H (6.35087, -1.29774, -7.47515)
H (5.72099, -3.62855, -7.54255)
H (4.41236, -2.68811, -8.22459)
H (4.49810, -3.81841, -5.37476)
H (3.55796, -4.46568, -6.72383)
H (3.14907, -2.88965, -6.05024)
C (0.43304, -0.59502, 3.36521)
C (-0.49908, -1.38582, 2.45650)
C (-1.70289, -1.97532, 3.19077)
C (-1.36710, -2.99517, 4.28133)
C (-0.55479, -4.20336, 3.81564)
C (-1.28129, -5.05508, 2.78142)
H (0.87093, -1.22501, 4.14209)
H (1.25495, -0.17039, 2.78327)
H (-0.09950, 0.22813, 3.84846)
H (0.06407, -2.17319, 1.94723)
H (-0.86961, -0.71625, 1.67266)
H (-2.37046, -2.43536, 2.45506)
H (-2.27436, -1.15843, 3.64486)
H (-2.30492, -3.34701, 4.72457)
H (-0.82256, -2.49716, 5.09005)
H (-0.33352, -4.82789, 4.68623)
H (0.41224, -3.88397, 3.41475)
H (-2.23098, -5.42211, 3.17824)
H (-0.67270, -5.92000, 2.50910)
H (-1.48433, -4.49384, 1.86671)
C (4.67670, -8.08720, 7.38203)
C (3.41593, -7.90088, 8.21733)
C (2.12740, -8.16018, 7.43562)
C (1.88165, -7.21688, 6.25539)
C (1.84338, -5.72962, 6.60678)
C (0.71225, -5.36540, 7.55972)
H (4.71724, -7.38226, 6.54873)
H (5.56475, -7.92160, 7.99611)
H (4.73081, -9.10107, 6.97831)
H (3.40621, -6.89634, 8.65006)
H (3.45252, -8.59827, 9.06007)
H (1.28113, -8.10641, 8.12759)
H (2.14182, -9.18860, 7.05904)
H (0.93247, -7.49501, 5.78364)
H (2.65212, -7.37767, 5.49458)
H (1.71637, -5.15823, 5.68197)
H (2.79958, -5.41181, 7.03300)
H (-0.25748, -5.63454, 7.13262)
H (0.71148, -4.28967, 7.74973)
H (0.81671, -5.87059, 8.52192)
C (-7.94352, 3.03552, 2.20879)
C (-7.14744, 1.75768, 1.97295)
C (-7.54999, 0.61234, 2.90310)
C (-7.31836, 0.87289, 4.39366)
C (-5.87902, 1.21427, 4.77821)
C (-4.89386, 0.08999, 4.48261)
H (-7.78316, 3.43173, 3.21366)
H (-7.63848, 3.80770, 1.49844)
H (-9.01330, 2.85884, 2.07505)
H (-6.07743, 1.96817, 2.06484)
H (-7.30965, 1.43408, 0.93956)
H (-7.00826, -0.28993, 2.60219)
H (-8.61149, 0.38901, 2.75204)
H (-7.63454, -0.01476, 4.95187)
H (-7.97242, 1.68448, 4.72742)
H (-5.84906, 1.43038, 5.85049)
H (-5.55449, 2.12931, 4.27307)
H (-5.17460, -0.82283, 5.01374)
H (-3.88962, 0.37385, 4.80606)
H (-4.84557, -0.13402, 3.41442)

Summary:
HOMO level: -11.8 eV
gap between HOMO and LUMO: 6.172 eV
total charge: +1


Entry 3:
A structure of composition C30H40BrN8O2PtSi, computed with the ωB97M-V functional and the def2-TZVPD basis.

Atoms and positions in Å:
Pt (-0.00287, 0.19839, 0.51067)
C (-2.90600, -1.07013, -0.52837)
N (-1.95750, -0.12311, -1.14573)
C (-2.43810, 1.24203, -1.41523)
C (-1.86701, 2.25041, -0.49270)
N (-0.63603, 2.19725, 0.00549)
C (-0.45616, 3.38586, 0.75361)
C (0.62404, 3.89362, 1.47527)
C (0.47866, 5.13284, 2.06250)
C (-0.70857, 5.87108, 1.94220)
C (-1.77043, 5.39424, 1.20789)
C (-1.61760, 4.14161, 0.62683)
N (-2.47274, 3.38681, -0.18514)
C (-2.41560, -1.52277, 0.79532)
N (-1.12391, -1.53399, 1.11215)
C (-1.04661, -2.01947, 2.43222)
C (0.04393, -2.18427, 3.26542)
C (-0.19875, -2.66285, 4.53499)
C (-1.49985, -2.98379, 4.95723)
C (-2.58696, -2.83201, 4.12625)
C (-2.33110, -2.32815, 2.85549)
N (-3.16586, -2.00369, 1.77544)
H (-2.99451, -1.95288, -1.16632)
H (-3.90330, -0.64329, -0.42353)
H (-1.68083, -0.52036, -2.03386)
H (-3.52690, 1.30471, -1.38590)
H (-2.12364, 1.52868, -2.42189)
H (1.54714, 3.34667, 1.57907)
H (1.30796, 5.54967, 2.61688)
H (-0.78120, 6.83350, 2.42869)
H (-2.66503, 5.98536, 1.06571)
H (-3.40774, 3.65324, -0.45970)
H (1.03144, -1.93005, 2.92231)
H (0.62626, -2.80827, 5.21956)
H (-1.65160, -3.35953, 5.95933)
H (-3.58151, -3.11127, 4.44601)
H (-4.17175, -2.10136, 1.75653)
N (3.74524, -1.50717, -2.68607)
C (2.71331, -2.50993, -2.24132)
C (1.90855, -1.92074, -1.09085)
N (1.27403, -0.63382, -1.44187)
C (2.26963, 0.32959, -1.95301)
C (3.08179, -0.22543, -3.11650)
H (4.31351, -1.89085, -3.44732)
H (4.38601, -1.30970, -1.90698)
H (3.20589, -3.43217, -1.93809)
H (2.07633, -2.72934, -3.09877)
H (2.55841, -1.74307, -0.23954)
H (1.14401, -2.63381, -0.78549)
H (0.55445, -0.78733, -2.14372)
H (2.93805, 0.57882, -1.13118)
H (1.76801, 1.24244, -2.27113)
H (3.84008, 0.48816, -3.43391)
H (2.44542, -0.44994, -3.97296)
Br (-5.68778, 3.39417, 5.67156)
C (-4.11838, 2.45375, 5.32999)
C (-3.29415, 2.08103, 6.38678)
N (-2.17105, 1.38404, 6.18248)
C (-1.80989, 1.05510, 4.95853)
C (-2.55922, 1.42521, 3.85870)
C (-3.75040, 2.12701, 4.05112)
C (-2.08760, 1.07040, 2.48551)
O (-2.88028, 1.02412, 1.56724)
O (-0.79107, 0.81614, 2.44425)
H (-3.52623, 2.36445, 7.40487)
H (-0.90450, 0.47194, 4.84434)
H (-4.37602, 2.39815, 3.21139)
C (4.67999, -0.46143, 0.80590)
Si (3.46864, 0.14444, 2.12250)
C (3.33196, -1.11440, 3.48097)
C (4.19751, 1.68566, 2.87796)
C (1.83001, 0.79276, 1.37078)
H (5.66903, -0.54310, 1.26121)
H (4.77471, 0.24275, -0.02792)
H (4.42900, -1.45500, 0.42604)
H (4.31412, -1.21223, 3.94860)
H (3.03699, -2.10305, 3.12791)
H (2.62727, -0.79320, 4.25043)
H (5.16386, 1.43498, 3.32021)
H (3.54894, 2.07530, 3.66453)
H (4.35363, 2.47137, 2.13557)
H (2.07382, 1.55310, 0.62371)
H (1.30604, 1.25408, 2.21225)

Summary:
HOMO level: -15.1 eV
gap between HOMO and LUMO: 4.896 eV
relative energy (zero: lowest compared OMol25 entry of this formula, charge and spin): 1.177 eV
total charge: +3


Entry 4:
A structure of composition C7H15InO7, computed with the ωB97M-V functional and the def2-TZVPD basis.

Atoms and positions in Å:
In (2.22294, -1.04308, 0.45370)
C (-0.67640, -7.24647, 0.89524)
O (-0.08152, -6.02066, 0.66657)
H (-0.63563, -7.67797, 1.89537)
H (-1.74309, -7.35841, 0.70098)
H (-0.27495, -8.06090, 0.29222)
C (3.85374, 5.70784, -2.13680)
O (4.14411, 5.14420, -3.44390)
C (4.15104, 3.82391, -3.57475)
O (4.06038, 3.03013, -2.61967)
O (4.41628, 3.52933, -4.88144)
C (4.68329, 2.22722, -5.28657)
H (4.40325, 5.18577, -1.35349)
H (2.80798, 5.77703, -1.83733)
H (4.12044, 6.76218, -2.06364)
H (5.75597, 2.13767, -5.45814)
H (4.18955, 2.01147, -6.23407)
H (4.45470, 1.53633, -4.47508)
C (-3.48593, 0.76736, 4.73835)
O (-4.25049, -0.30144, 4.42191)
C (-3.95047, -0.96494, 3.27633)
O (-2.85595, -0.98082, 2.62088)
O (-5.02323, -1.59008, 2.94745)
C (-5.07829, -2.27410, 1.71513)
H (-3.15143, 0.70294, 5.77375)
H (-4.02359, 1.71401, 4.79190)
H (-2.63381, 0.87417, 4.06711)
H (-5.82687, -3.06508, 1.76055)
H (-4.14068, -2.74299, 1.41657)
H (-5.43126, -1.60452, 0.93080)

Summary:
HOMO level: -14.7 eV
gap between HOMO and LUMO: 1.274 eV
relative energy (zero: lowest compared OMol25 entry of this formula, charge and spin): 2.644 eV
total charge: +2


Entry 5:
A cluster of 2 separate species, ClH3NO2P in total, computed with the ωB97M-V functional and the def2-TZVPD basis.

Atoms and positions in Å:
N (-1.25550, 0.54220, 0.19153)
P (-2.80638, -0.10839, -0.08646)
O (-2.85845, -1.52944, -0.10145)
O (-3.71669, 0.94722, -0.45464)
H (-0.49908, -0.06397, -0.14025)
H (-1.21542, 1.43751, -0.21299)
Cl (2.35354, -0.12322, -0.39979)
H (2.92376, -1.13160, -1.03546)

Summary:
HOMO level: -11.7 eV
gap between HOMO and LUMO: 11.611 eV
SMILES: NP(=O)=O.Cl
relative energy (zero: lowest compared OMol25 entry of this formula, charge and spin): 0.267 eV


Entry 6:
A structure of composition C13H14BrN3O2Tl, computed with the ωB97M-V functional and the def2-TZVPD basis.

Atoms and positions in Å:
Tl (0.14044, -0.32346, -0.72690)
O (6.09510, -0.58454, 2.91008)
C (5.05037, -0.37968, 2.09937)
C (5.15493, 0.16709, 0.82094)
C (4.00300, 0.32803, 0.08125)
N (2.78816, -0.00985, 0.52895)
C (2.72616, -0.52425, 1.74181)
Br (0.96949, -0.98015, 2.33316)
C (3.79223, -0.73524, 2.58005)
H (6.92268, -0.33763, 2.48814)
H (6.11820, 0.46149, 0.42071)
H (4.04182, 0.74552, -0.91991)
H (3.68642, -1.15946, 3.56969)
C (-4.62725, 0.77749, 0.46476)
C (-3.31957, 0.94268, -0.26895)
O (-2.34545, 0.23120, -0.02173)
N (-3.29806, 1.93578, -1.18966)
C (-2.17509, 2.21168, -2.07673)
C (-1.05100, 2.95653, -1.39322)
C (-1.09334, 4.33955, -1.28216)
C (-0.09324, 4.99023, -0.57963)
C (0.92330, 4.23568, -0.01716)
C (0.90614, 2.86510, -0.20425)
N (-0.05481, 2.22962, -0.87922)
H (-4.60219, -0.14913, 1.03129)
H (-5.46346, 0.75583, -0.23485)
H (-4.77730, 1.60832, 1.15802)
H (-4.09870, 2.54044, -1.24330)
H (-2.55574, 2.79150, -2.91298)
H (-1.81212, 1.26629, -2.46986)
H (-1.89694, 4.89772, -1.74682)
H (-0.10506, 6.06836, -0.47892)
H (1.71903, 4.70054, 0.54935)
H (1.69914, 2.24830, 0.20321)

Summary:
HOMO level: -12.2 eV
gap between HOMO and LUMO: 9.697 eV
total charge: +1


Entry 7:
A cluster of 2 separate species, C5H11FN2 in total, computed with the ωB97M-V functional and the def2-TZVPD basis.

Atoms and positions in Å:
C (-0.11954, 1.31455, -1.11491)
C (-0.13010, 1.36178, 0.40031)
C (-1.26218, 1.72942, 1.05579)
N (-1.57347, 1.98038, 2.35178)
H (0.83062, 1.69945, -1.58060)
H (-0.14719, 0.23936, -1.30660)
H (-0.92314, 1.92570, -1.51376)
H (0.81643, 1.08486, 0.79239)
H (-2.14059, 2.12671, 0.47492)
H (-0.85809, 1.72911, 3.10922)
H (-2.51774, 1.93974, 2.71126)
C (1.57345, -2.90353, -0.65790)
C (1.70007, -1.88421, 0.19069)
N (1.19453, -1.68662, 1.42094)
F (2.58421, -0.86361, -0.04976)
H (2.22591, -2.97472, -1.45963)
H (1.05718, -3.79220, -0.35711)
H (1.24956, -0.85753, 1.93335)
H (0.28123, -1.99292, 1.49982)

Summary:
HOMO level: -7.8 eV
gap between HOMO and LUMO: 8.646 eV
SMILES: C/C=C/N.C=C(N)F
relative energy (zero: lowest compared OMol25 entry of this formula, charge and spin): 1.853 eV


Entry 8:
A structure of composition C5H10O, computed with the ωB97M-V functional and the def2-TZVPD basis.

Atoms and positions in Å:
C (1.43645, -1.21296, 0.19279)
C (0.29780, -0.48101, 0.83499)
C (0.24777, 1.51101, 0.11474)
C (-1.21104, 1.07983, 0.03505)
C (-0.98393, -0.42635, 0.01564)
O (-0.88625, -0.79151, -1.36384)
H (1.21357, -2.27060, 0.40635)
H (1.53993, -1.11737, -0.89855)
H (2.39737, -1.00620, 0.67264)
H (0.62632, 0.77716, 1.04202)
H (0.46733, 2.47009, 0.59401)
H (0.79678, 1.40334, -0.82006)
H (-1.75346, 1.38222, 0.93470)
H (-1.74762, 1.43790, -0.84731)
H (-1.77481, -1.02529, 0.49129)
H (-0.66621, -1.73025, -1.40446)

Summary:
HOMO level: -7.8 eV
gap between HOMO and LUMO: 8.783 eV
relative energy (zero: lowest compared OMol25 entry of this formula, charge and spin): 4.333 eV


Entry 9:
A structure of composition C2H2O2S, computed with the ωB97M-V functional and the def2-TZVPD basis.

Atoms and positions in Å:
C (1.65593, -0.26735, 0.10060)
C (0.32481, 0.14977, -0.16820)
O (3.97059, 0.69248, -0.12140)
O (0.97178, 1.37088, 0.08963)
S (3.22903, -0.54162, 0.01763)
H (-0.09685, 0.16287, -1.15232)
H (-0.57152, 0.05952, 0.55281)

Summary:
HOMO level: -10.1 eV
gap between HOMO and LUMO: 9.206 eV
relative energy (zero: lowest compared OMol25 entry of this formula, charge and spin): 4.580 eV